Record 1
ORCA calculation (ωB97M-V with the def2-TZVPD basis set) on 9 unconnected molecules or ions with the total composition C46H78N8O12 at a distorted geometry.

```
144
Properties=species:S:1:pos:R:3:lowdin_charge:R:1
C -0.9609 4.2994 -2.1679 -0.0638
C -1.2787 2.8807 -1.5307 -0.2646
O -0.1010 2.0851 -1.7046 -0.1714
C -0.1208 0.9259 -0.8558 -0.1974
C 0.3865 1.3846 0.5719 -0.0975
C 0.1803 0.3073 1.6803 -0.0534
C -1.1870 -0.1187 2.0827 -0.0439
C -2.4686 0.5177 1.4171 -0.1232
O -3.2164 1.1216 2.4973 -0.1018
C -4.0056 2.1820 2.0629 -0.2541
C -5.4553 1.9531 2.0199 -0.0041
C -6.4040 2.9789 1.6178 -0.0677
C -5.9022 4.3016 1.2350 -0.0829
C -4.4649 4.5329 1.2782 -0.0792
C -3.5243 3.5026 1.6871 -0.0200
C -1.4182 -1.1308 3.1042 -0.1422
C -2.8348 -1.6432 3.5351 -0.0424
C -0.2800 -1.7493 3.8162 0.0518
C 1.0609 -1.3363 3.4656 -0.0557
C 1.2833 -0.3228 2.4027 -0.0163
C 2.7798 0.0475 2.1301 -0.3008
O 3.2288 0.2636 1.0303 0.0918
C 3.6760 0.0684 3.4181 0.0294
C 3.4745 -0.8639 4.3849 0.0111
C 2.3191 -1.9054 4.2013 -0.2933
O 2.3980 -3.0584 4.5631 0.0651
H -0.8719 4.1273 -3.2701 0.0735
H -1.7942 5.0005 -1.8954 0.0761
H 0.0164 4.6802 -1.7618 0.0794
H -1.5742 3.0549 -0.4624 0.0851
H -2.1628 2.4109 -2.0480 0.1145
H -1.1135 0.4048 -0.8445 0.1176
H 0.6227 0.2082 -1.3083 0.1203
H 1.4599 1.6803 0.4354 0.1160
H -0.1288 2.3225 0.9349 0.1217
H -2.1659 1.3406 0.7223 0.0871
H -3.0539 -0.2791 0.8857 0.1440
H -5.8583 0.9523 2.3056 0.1091
H -7.5152 2.7294 1.6385 0.0971
H -6.6462 5.0845 0.9509 0.0962
H -4.0993 5.5471 0.9916 0.0980
H -2.4281 3.7061 1.7451 0.1087
H -3.6590 -1.1955 2.9281 0.0654
H -2.9045 -2.7622 3.4467 0.0858
H -3.0484 -1.4148 4.6173 0.0873
H -0.4932 -2.5130 4.6010 0.1068
H 4.4868 0.8524 3.5525 0.1160
H 4.0572 -0.9146 5.3307 0.1174
C 6.9571 3.1683 3.8503 -0.3576
O 5.7977 3.1739 3.4732 -0.0095
N 7.9928 2.6227 3.1762 -0.1804
C 9.3483 2.6566 3.6921 -0.0595
C 7.7345 1.9827 1.8954 -0.0453
H 7.2580 3.6268 4.8074 0.1289
H 9.9878 3.1848 2.9862 0.0662
H 9.7115 1.6337 3.8149 0.0929
H 9.3824 3.1657 4.6560 0.0812
H 7.2963 2.7135 1.2125 0.0947
H 7.0202 1.1688 2.0431 0.0879
H 8.6559 1.5902 1.4682 0.0573
C 1.4315 -7.0525 4.4046 -0.3459
O 0.9956 -8.0809 3.9239 0.0097
N 1.9748 -6.9392 5.6419 -0.2005
C 2.4762 -5.6772 6.1504 -0.0653
C 2.0557 -8.1198 6.4813 -0.0495
H 1.4175 -6.0996 3.8499 0.1364
H 3.5387 -5.7819 6.3848 0.0926
H 1.9269 -5.4136 7.0593 0.0690
H 2.3500 -4.8833 5.4137 0.0418
H 2.6518 -8.8821 5.9753 0.0912
H 1.0510 -8.5160 6.6445 0.0908
H 2.5125 -7.8739 7.4389 0.0829
C -4.7110 2.3459 -3.5244 -0.3543
O -4.6999 3.1782 -2.6372 0.0013
N -4.7847 2.6174 -4.8497 -0.2021
C -4.7915 1.5693 -5.8512 -0.0575
C -4.8585 4.0018 -5.2780 -0.0452
H -4.6587 1.2658 -3.3077 0.1361
H -3.9349 1.7018 -6.5161 0.0889
H -5.7152 1.6330 -6.4320 0.0861
H -4.7306 0.5864 -5.3846 0.0855
H -3.9740 4.5360 -4.9248 0.0895
H -5.7440 4.4678 -4.8407 0.0911
H -4.9123 4.0607 -6.3642 0.0846
C 10.5662 2.4386 -0.3594 -0.3157
O 10.3090 2.4939 0.8310 -0.0218
N 10.5694 3.4936 -1.2035 -0.1956
C 10.8855 3.3537 -2.6114 -0.0563
C 10.2455 4.8099 -0.6820 -0.0340
H 10.8244 1.4881 -0.8537 0.1395
H 11.7561 3.9700 -2.8470 0.0904
H 10.0324 3.6880 -3.2060 0.0912
H 11.1067 2.3156 -2.8579 0.0845
H 10.9562 5.0705 0.1048 0.0945
H 9.2421 4.7902 -0.2521 0.0936
H 10.2890 5.5539 -1.4756 0.0877
C -0.7994 -1.5145 -3.9198 -0.3465
O -1.9550 -1.5145 -4.3075 -0.0046
N 0.2465 -2.0604 -4.5797 -0.1950
C 1.5945 -2.0192 -4.0511 -0.0528
C 0.0123 -2.7095 -5.8602 -0.0537
H -0.5109 -1.0500 -2.9622 0.1125
H 2.2409 -1.4906 -4.7559 0.0891
H 1.9601 -3.0402 -3.9190 0.0908
H 1.6194 -1.5047 -3.0904 0.0757
H -0.4182 -1.9867 -6.5548 0.0870
H -0.6976 -3.5272 -5.7232 0.0985
H 0.9413 -3.0971 -6.2666 0.0645
C -10.2417 1.5133 0.2678 -0.3528
O -10.2102 2.3288 1.1715 0.0025
N -10.3054 1.8079 -1.0519 -0.2030
C -10.3374 0.7783 -2.0709 -0.0612
C -10.3424 3.2012 -1.4578 -0.0414
H -10.2181 0.4288 0.4671 0.1318
H -9.4761 0.9001 -2.7319 0.0882
H -11.2576 0.8759 -2.6519 0.0881
H -10.3036 -0.2136 -1.6210 0.0832
H -9.4451 3.7061 -1.0944 0.0910
H -11.2164 3.6825 -1.0143 0.0930
H -10.3923 3.2794 -2.5428 0.0853
C -1.4482 -4.3361 6.5405 -0.3460
O -2.2030 -4.3528 5.5869 0.0097
N -1.7261 -3.7854 7.7462 -0.1970
C -0.7745 -3.8034 8.8390 -0.0545
C -3.0193 -3.1573 7.9490 -0.0373
H -0.4416 -4.7858 6.4921 0.1238
H -1.2123 -4.3330 9.6884 0.0903
H -0.5436 -2.7764 9.1316 0.0908
H 0.1466 -4.3051 8.5427 0.0714
H -3.8076 -3.8939 7.7822 0.0951
H -3.1429 -2.3463 7.2286 0.0855
H -3.0952 -2.7627 8.9610 0.0868
C 0.9695 -3.7780 -9.6274 -0.3297
O 0.6927 -3.7180 -8.4445 0.0061
N 0.9787 -2.7258 -10.4792 -0.2014
C 1.3194 -2.8707 -11.8804 -0.0602
C 0.6356 -1.4099 -9.9705 -0.0405
H 1.2439 -4.7296 -10.1123 0.1336
H 2.1890 -2.2487 -12.1051 0.0892
H 0.4738 -2.5466 -12.4914 0.0895
H 1.5530 -3.9083 -12.1173 0.0835
H 1.3308 -1.1393 -9.1732 0.0936
H -0.3747 -1.4356 -9.5573 0.0934
H 0.6865 -0.6696 -10.7674 0.0856
```

max |F|: 0.0631 hartree/bohr
HOMO level: -8.37 eV
energy: -3140.38241 a.u.
lowest unoccupied orbital energy: -0.3 eV
multiplicity: 1
Kohn-Sham gap: 8.037 eV
M: 935.2 g/mol


Record 2
ORCA calculation (ωB97M-V with the def2-TZVPD basis set) on 3 unconnected molecules or ions with the total composition C46H79N2O9P3S at a distorted geometry.

```
140
Properties=species:S:1:pos:R:3:lowdin_charge:R:1
C 2.4217 4.4339 -2.1250 -0.1637
C 0.9855 5.1863 -2.5058 -0.2597
C 0.4472 5.9429 -1.1375 -0.2188
C -0.6279 7.1500 -1.4264 -0.2114
C -2.1771 6.7855 -0.9330 -0.1897
C -2.7562 5.4285 -1.6565 -0.1385
C -2.5048 5.2247 -3.2689 0.0030
C -3.0614 3.8856 -4.1003 -0.0710
C -2.6946 3.8179 -5.6966 -0.2028
C -3.9722 3.9940 -6.7089 -0.2097
C -4.6332 5.4806 -6.4720 -0.1831
C -6.2589 5.3124 -6.8149 -0.1813
N -6.9640 4.8112 -5.5551 -0.1906
C -7.8012 3.5626 -5.8573 -0.0596
C -8.5211 3.1988 -4.4235 -0.0710
C -7.9661 4.3387 -3.3577 -0.0770
C -6.9442 5.3625 -4.1416 -0.0331
C -3.9380 2.7218 -3.2787 -0.0979
C -4.1451 2.9895 -1.6748 -0.3749
C -3.5741 4.2764 -0.8202 -0.3228
P -3.9141 4.3109 1.0586 0.8121
C -2.3573 4.7298 2.0879 -0.3541
C -5.4206 5.3879 1.5250 -0.3463
S -5.1312 1.6871 -0.7136 0.7647
C -4.7976 0.0941 -1.6884 -0.3855
C -4.8739 -1.3181 -0.8592 -0.0767
C -4.6109 -2.7100 -1.6845 -0.0797
C -4.3125 -2.6058 -3.2940 -0.0423
C -4.2446 -1.1636 -4.1325 -0.0806
C -3.9739 -1.2550 -5.7465 -0.2036
C -2.4703 -0.8132 -6.2277 -0.2203
C -1.2802 -1.6489 -5.4673 -0.1967
C -0.4744 -0.5657 -4.5156 -0.2097
C -0.2365 -1.2605 -3.0489 -0.1603
C 1.2731 -1.9272 -3.0656 -0.2237
O 1.8953 -1.6010 -1.7731 -0.2698
C 3.2441 -2.1938 -1.7044 -0.1271
C -4.4953 0.2604 -3.2916 -0.0981
N -4.4628 1.5510 -4.0785 0.0253
H 3.2475 5.2349 -1.8304 0.0767
H 2.8210 3.8568 -3.0624 0.0689
H 2.2682 3.7398 -1.1701 0.0858
H 0.1852 4.4054 -2.8805 0.0985
H 1.2577 5.9395 -3.3817 0.1120
H -0.0037 5.1857 -0.3594 0.1071
H 1.4064 6.4440 -0.6396 0.1119
H -0.6296 7.3799 -2.5784 0.0940
H -0.3380 8.1384 -0.8289 0.1153
H -2.2975 6.8130 0.2326 0.0847
H -2.8434 7.6855 -1.3467 0.1193
H -1.9174 6.0432 -3.8785 0.0927
H -1.8846 4.6144 -5.9812 0.1157
H -2.1794 2.7556 -5.8734 0.1011
H -3.5847 3.9221 -7.8182 0.1209
H -4.7634 3.1474 -6.4406 0.1094
H -4.4989 5.9032 -5.3833 0.0917
H -4.1058 6.2547 -7.2071 0.1195
H -6.3030 4.4634 -7.6516 0.1212
H -6.6440 6.3517 -7.1929 0.1211
H -7.8964 3.0303 -6.9121 0.1090
H -9.2693 2.3137 -4.2546 0.0716
H -8.2860 4.3839 -2.2276 0.0722
H -6.3512 6.3014 -3.7724 0.1067
H -2.1550 5.8841 2.2253 0.0345
H -1.4269 4.1886 1.5870 0.0552
H -2.4602 4.2838 3.1885 0.0564
H -6.0968 5.7038 0.6031 0.0555
H -6.1290 4.7068 2.2023 0.0451
H -5.1567 6.3248 2.2130 0.0501
H -5.1172 -1.2793 0.3009 0.0964
H -4.6362 -3.7243 -1.0596 0.0900
H -4.1309 -3.5974 -3.8904 0.0817
H -4.1672 -2.3721 -6.1157 0.1224
H -4.7838 -0.5819 -6.2830 0.1157
H -2.3907 -1.0436 -7.3934 0.1164
H -2.3567 0.3549 -6.1162 0.0796
H -0.4799 -2.0586 -6.2502 0.1174
H -1.7466 -2.5531 -4.8675 0.1042
H 0.5280 -0.2780 -5.0854 0.1136
H -1.0959 0.4303 -4.3315 0.1023
H -1.0600 -2.0736 -2.8367 0.1081
H -0.3384 -0.4063 -2.2397 0.1248
H 1.9463 -1.4805 -3.9417 0.1296
H 1.1642 -3.1108 -3.1510 0.1374
H 4.0402 -1.3118 -1.6683 0.1015
H 3.3903 -2.8058 -0.7109 0.0895
H 3.5112 -2.8644 -2.6322 0.0958
H -3.9106 1.4193 -4.9539 0.0772
O 3.6453 -4.9163 1.8529 -0.2513
P 3.1340 -6.0095 2.8228 0.7304
O 2.7209 -7.0806 1.6257 -0.2273
C 3.7193 -7.5792 0.7556 -0.3061
C 4.4492 -8.7495 1.3789 -0.0836
O 1.6228 -5.3452 3.0301 -0.2244
C 1.4276 -3.9479 2.8931 -0.3043
C 0.9633 -3.6122 1.4848 -0.0728
O 2.5627 -7.2309 3.9065 -0.1934
C 3.5037 -7.9783 4.6551 -0.3106
C 4.7210 -7.1868 5.0920 -0.0884
H 4.4264 -6.7960 0.4671 0.1042
H 3.2154 -7.9133 -0.1561 0.1197
H 5.0674 -8.4136 2.2153 0.0606
H 5.1054 -9.2345 0.6494 0.0798
H 3.7423 -9.4891 1.7644 0.0820
H 2.3361 -3.3988 3.1617 0.0962
H 0.6554 -3.6474 3.6080 0.1162
H 1.6050 -4.0550 0.7199 0.0611
H 0.9382 -2.5287 1.3328 0.0807
H -0.0426 -4.0111 1.3121 0.0789
H 3.7961 -8.8609 4.0831 0.0959
H 2.9816 -8.3428 5.5465 0.1238
H 5.2969 -6.8334 4.2314 0.0641
H 5.3797 -7.8097 5.7051 0.0892
H 4.4256 -6.3078 5.6722 0.0772
O 4.1894 -1.3192 8.1326 -0.2391
P 5.6761 -1.7514 8.1313 0.7351
O 5.4494 -3.0398 7.1115 -0.2301
C 4.9680 -2.8192 5.7993 -0.3033
C 6.0945 -2.4366 4.8636 -0.0752
O 5.5956 -2.6054 9.5569 -0.2283
C 4.6489 -2.2544 10.5517 -0.3088
C 3.3958 -3.1045 10.4156 -0.0776
O 7.3373 -2.2343 8.1298 -0.1964
C 8.2773 -1.4559 7.4123 -0.3140
C 7.9947 0.0338 7.4306 -0.0929
H 4.1818 -2.0588 5.7838 0.1076
H 4.5193 -3.7568 5.4583 0.1010
H 6.4707 -1.4392 5.1051 0.0623
H 5.7522 -2.4242 3.8240 0.0807
H 6.9294 -3.1369 4.9521 0.0819
H 4.4189 -1.1846 10.5115 0.1029
H 5.1064 -2.4413 11.5282 0.1145
H 3.0014 -3.1020 9.3971 0.0700
H 2.6119 -2.7509 11.0927 0.0770
H 3.6187 -4.1497 10.6574 0.0764
H 8.3432 -1.8286 6.3884 0.0963
H 9.2546 -1.6350 7.8734 0.1227
H 7.0422 0.2650 6.9444 0.0639
H 8.7836 0.5770 6.9011 0.0872
H 7.9377 0.4061 8.4575 0.0864
```

max |F|: 0.1898 hartree/bohr
HOMO level: -7.00 eV
energy: -4007.91949 a.u.
lowest unoccupied orbital energy: -1.7 eV
multiplicity: 1
Kohn-Sham gap: 5.271 eV
M: 929.1 g/mol


Record 3
ORCA calculation (ωB97M-V with the def2-TZVPD basis set) on a molecular structure, C46H82ClFMgN5O13P at a distorted geometry.

```
150
Properties=species:S:1:pos:R:3:lowdin_charge:R:1
C -0.8841 0.2375 4.5550 -0.1885
C -1.6003 1.4626 5.1862 -0.4369
P -1.0318 3.0893 4.4482 0.9902
C 0.8352 2.8691 4.4109 -0.5037
C 1.5775 4.1675 4.8101 -0.2395
C -1.5305 3.0319 2.6544 -0.3061
C -2.3566 2.0443 2.2291 -0.0902
C -2.7152 1.9499 0.8573 -0.2201
C -3.6068 0.7977 0.4383 -0.1343
C -5.0660 1.2695 0.2439 -0.1979
C -5.6916 1.8591 1.5136 -0.1615
C -6.3869 0.8359 2.4424 -0.2449
O -6.6889 -0.4180 1.8077 -0.1075
C -2.2253 2.8630 -0.0237 -0.1472
C -2.5783 2.6920 -1.5005 -0.0985
C -1.5822 1.5925 -2.1157 -0.1465
C -0.4132 1.2785 -1.1714 -0.2028
C 0.6540 0.3407 -1.8165 -0.1445
C 1.6945 0.0741 -0.6973 -0.1941
O 3.0269 0.4981 -1.0724 -0.0548
C 3.5725 1.1864 0.0177 -0.4979
C 4.2906 0.4106 1.1161 0.0189
O 3.4554 2.3828 0.1145 0.1423
C -1.3718 3.9284 0.4001 -0.1713
N -0.9081 4.8200 -0.5256 0.1636
C -0.1088 5.7369 -0.0417 -0.0378
C 0.2396 5.8049 1.3492 -0.2612
C 1.2015 6.9110 1.7853 -0.0348
N -0.1894 4.9821 2.2767 0.1808
C -1.0146 4.0266 1.7560 -0.2093
H 0.1588 0.1744 4.8779 0.0387
H -0.8964 0.2608 3.4572 0.0460
H -1.3578 -0.7137 4.8621 0.0549
H -2.6941 1.3618 5.1584 0.0457
H -1.2635 1.4811 6.2305 0.0291
H 1.1158 2.0260 5.1674 -0.0845
H 1.0988 2.4944 3.4142 0.0640
H 2.2599 4.4199 3.9845 0.0570
H 0.9169 5.0353 4.9210 0.0325
H 2.2092 4.0216 5.6837 -0.0031
H -2.7130 1.3149 2.9531 0.0812
H -3.6019 0.0733 1.2702 0.1152
H -3.1972 0.2841 -0.4409 0.0967
H -5.0320 2.0831 -0.4921 0.0969
H -5.6995 0.4941 -0.2097 0.0759
H -4.9854 2.4488 2.1078 0.1135
H -6.4642 2.5772 1.1953 0.1058
H -5.7233 0.6614 3.3056 0.1114
H -7.3014 1.2829 2.8640 0.1076
H -7.3416 -0.8514 2.3658 0.0662
H -3.5874 2.3009 -1.6584 0.0759
H -2.5264 3.6125 -2.0840 0.0922
H -1.2250 1.8689 -3.1245 0.0814
H -2.1793 0.6736 -2.2663 0.0867
H 0.1485 2.1800 -0.8992 0.1282
H -0.7543 0.7360 -0.2783 0.1095
H 0.2130 -0.6034 -2.1584 0.1010
H 1.0974 0.9235 -2.6316 0.1250
H 1.4073 0.6595 0.1883 0.1171
H 1.6563 -0.9823 -0.3750 0.1122
H 3.9115 0.6697 2.1127 0.0934
H 4.1637 -0.6763 1.0238 0.0617
H 5.3416 0.7192 1.1050 0.0897
H 0.3307 6.4712 -0.7179 0.1024
H 1.3126 7.6215 0.9612 0.0583
H 2.1505 6.4023 1.9906 0.0900
H 0.8255 7.4113 2.6848 0.0623
C -5.6369 -1.1297 -2.8364 -0.0862
C -6.8996 -1.4767 -3.6079 -0.2544
C -8.1613 -1.2789 -2.7678 -0.1787
C -8.3588 -2.2077 -1.5847 -0.0993
N -8.4338 -3.6993 -1.8780 -0.2400
C -9.4281 -4.3368 -0.9179 -0.1026
C -10.7686 -4.1400 -1.5907 -0.1490
C -10.4704 -4.3965 -3.0644 -0.1319
C -8.9824 -4.0822 -3.2435 -0.0827
C -7.0890 -4.3236 -1.6534 0.0252
H -5.5303 -1.7385 -1.9347 0.0664
H -4.7563 -1.2937 -3.4568 0.0904
H -5.6479 -0.0806 -2.5406 0.0834
H -6.8226 -2.4957 -4.0017 0.0885
H -6.9703 -0.8262 -4.4819 0.1215
H -9.0447 -1.3118 -3.4146 0.1114
H -8.1524 -0.2615 -2.3674 0.1372
H -9.2913 -1.9312 -1.0937 0.1267
H -7.5699 -2.0693 -0.8441 0.1307
H -9.1801 -5.3953 -0.8422 0.1381
H -9.3408 -3.8622 0.0575 0.1426
H -11.1293 -3.1200 -1.4490 0.1166
H -11.5306 -4.8112 -1.1989 0.1246
H -11.0966 -3.7876 -3.7140 0.1199
H -10.6582 -5.4384 -3.3242 0.1179
H -8.8075 -3.2951 -3.9658 0.1094
H -8.4430 -4.9675 -3.5740 0.1331
H -6.7831 -4.1239 -0.6291 0.1198
H -6.3797 -3.8954 -2.3564 0.1011
H -7.1707 -5.3965 -1.8131 0.1070
O 0.4393 0.6941 7.3568 -0.5619
H 0.2672 -0.2034 7.6502 -0.1903
C 2.3159 10.2371 3.4927 -0.0779
C 2.9249 9.0286 4.0259 -0.2921
N 3.4034 8.0726 4.4419 0.1459
H 2.9385 10.6798 2.7159 0.0855
H 1.3423 10.0240 3.0523 0.0751
H 2.1725 10.9849 4.2731 0.0702
C 7.1793 -2.7521 1.0372 0.0139
N 7.7681 -3.5316 -0.1003 -0.3541
C 8.9195 -4.3467 0.4388 -0.0316
C 8.2877 -2.5858 -1.1245 0.0199
C 6.7594 -4.4930 -0.6936 -0.1068
C 5.5468 -3.8581 -1.3430 -0.2291
O 4.7982 -3.1072 -0.4007 -0.0695
H 7.9999 -2.2853 1.5803 0.1189
H 6.5302 -1.9779 0.6452 0.0845
H 6.6403 -3.4333 1.6888 0.1115
H 9.7009 -3.6609 0.8829 0.0193
H 9.3462 -4.9111 -0.3879 0.0830
H 8.5295 -5.0162 1.2041 0.1027
H 7.4741 -1.9467 -1.4612 0.1032
H 8.6945 -3.1614 -1.9538 0.0861
H 9.0653 -1.9804 -0.6644 0.1227
H 6.4503 -5.1414 0.1263 0.1362
H 7.2927 -5.0876 -1.4365 0.1131
H 4.9079 -4.6572 -1.7357 0.1242
H 5.8347 -3.2147 -2.1801 0.1210
H 4.0167 -2.7652 -0.8495 0.0969
O 9.7977 -4.5821 -3.5642 0.1343
C 9.7488 -5.7681 -3.4395 -0.4724
O 9.0171 -6.3908 -2.4749 -0.0079
C 9.2568 -7.8086 -2.5249 -0.1497
C 9.7578 -8.0820 -3.9331 -0.1589
C 10.4985 -6.7922 -4.2651 -0.0710
H 9.9982 -8.0609 -1.7639 0.1321
H 8.3320 -8.3387 -2.3061 0.1251
H 10.3737 -8.9770 -4.0034 0.1150
H 8.9106 -8.2034 -4.6111 0.1174
H 11.5371 -6.8192 -3.9329 0.1355
H 10.4445 -6.5507 -5.3230 0.1262
C 3.6714 7.4564 -1.1096 -0.8294
O 2.4152 7.3380 -1.1082 -0.1009
O 4.3271 6.2391 -1.3565 -0.0017
O 4.3812 8.4511 -0.9322 -0.0613
H 3.5202 5.7084 -1.4425 0.0759
Mg 1.8599 -0.0275 8.4512 0.5381
F 11.0245 -3.4911 1.6706 -0.7067
Cl 2.9403 1.6077 5.8877 -0.2477
C -1.2692 3.7255 -5.0306 -0.9789
O -0.4536 2.7839 -5.1043 0.0105
O -1.0254 4.9175 -5.4027 0.0509
O -2.4480 3.5904 -4.5697 0.0170
```

charge: -2
max |F|: 0.0491 hartree/bohr
HOMO level: -0.14 eV
energy: -4155.04350 a.u.
lowest unoccupied orbital energy: 0.7 eV
multiplicity: 1
Kohn-Sham gap: 0.825 eV
M: 1022.9 g/mol